(1)
The following is a quantum chemistry calculation of C29H70N3O8Y as an isolated structure, from OMol25.

Strongest force on any atom (hartree/bohr): 0.0978
Energy relative to the best compared isomer or geometry (same formula, charge and spin) (kJ/mol): 0.0
Kohn-Sham gap (Ha): 0.0582
E_HOMO (eV): -11.948

Structure (ORCA input):
```
! RIJCOSX wB97M-V def2-TZVPD def2/J DEFGRID3
* xyz 2 1
Y 7.54464 9.03560 -18.61569
C 5.56199 5.46259 -16.43753
C 5.58267 6.99921 -16.31860
O 6.78978 7.57335 -16.81385
H 4.59783 4.97629 -16.28916
H 6.34245 4.89122 -15.93502
H 5.63490 5.23745 -17.50153
H 5.35591 7.36688 -15.31785
H 4.78578 7.46446 -16.89878
O 6.93094 4.41794 -19.79781
H 6.74475 4.94722 -19.02229
H 6.14105 4.49098 -20.33350
O 3.47330 10.42193 -17.70049
H 3.39880 9.47084 -17.77863
H 2.72685 10.76244 -18.19354
O 8.90183 5.29345 -16.74025
H 8.13074 5.85096 -16.63614
H 8.92934 4.76992 -15.93938
O 8.73898 8.92807 -14.90622
H 8.81081 8.37760 -14.12644
H 7.91047 8.66739 -15.30852
C 10.75031 8.99610 -12.16252
C 9.96438 7.98537 -11.21040
C 9.33704 8.94127 -10.17708
C 8.16197 8.22219 -9.43662
C 7.15214 7.64541 -10.55739
C 7.79025 6.63416 -11.57058
N 8.98942 7.29899 -12.07849
O 9.52727 6.67223 -13.17219
C 8.01743 5.31516 -10.85353
C 6.77187 6.48227 -12.72321
C 10.98741 7.04803 -10.51611
H 11.48164 9.62598 -11.65607
H 9.97042 9.44366 -12.77861
H 11.32601 8.36574 -12.84025
H 10.09057 9.20313 -9.43431
H 9.16576 9.91468 -10.63669
H 7.69840 8.94927 -8.76987
H 8.51824 7.39411 -8.82387
H 6.59353 8.39689 -11.11535
H 6.31174 7.21316 -10.01427
H 8.62631 4.84069 -11.62310
H 8.61698 5.33508 -9.94345
H 7.16304 4.65816 -10.69088
H 7.09999 5.79293 -13.50119
H 5.78462 6.16985 -12.38287
H 6.65953 7.47263 -13.16442
H 11.61363 6.55131 -11.25720
H 10.48602 6.35084 -9.84482
H 11.65117 7.69965 -9.94786
H 9.53878 5.72461 -13.01898
C 2.20539 2.89376 -20.82278
C 2.64830 1.94328 -19.64447
C 1.57266 0.95274 -19.22495
C 1.39329 -0.20881 -20.14905
C 2.65430 -0.93755 -20.31960
C 3.83418 -0.05981 -20.95103
N 3.83342 1.18233 -20.12307
O 4.89799 2.03353 -20.39713
C 5.22654 -0.74321 -20.91082
C 3.57182 0.08932 -22.48395
C 2.95775 2.79820 -18.44232
H 1.83341 2.53096 -21.78096
H 2.93783 3.66344 -21.06611
H 1.33514 3.52296 -20.63606
H 1.73735 0.69070 -18.17981
H 0.60223 1.43056 -19.35936
H 1.24338 0.20587 -21.14588
H 0.56219 -0.87442 -19.91594
H 2.43258 -1.77119 -20.98592
H 2.90858 -1.52503 -19.43739
H 5.90109 -0.11245 -21.48980
H 5.51942 -0.80736 -19.86286
H 5.09895 -1.74979 -21.30908
H 4.22736 0.84413 -22.91827
H 3.63865 -0.84090 -23.04816
H 2.55673 0.41614 -22.70951
H 3.64803 3.61206 -18.66424
H 3.25308 2.21749 -17.56845
H 2.05977 3.16061 -17.94192
H 5.63696 1.80079 -19.83025
C 1.13232 9.14346 -13.31290
C 1.78660 7.83173 -13.88660
C 3.13312 7.48710 -13.16688
C 2.88915 6.97016 -11.70164
C 2.01735 5.68358 -11.66501
C 0.63429 5.77637 -12.50340
N 0.79931 6.68467 -13.66534
O -0.42385 6.78809 -14.51516
C 0.24386 4.30726 -13.01981
C -0.45996 6.36507 -11.64657
C 1.96702 7.97994 -15.44431
H 0.95565 9.01920 -12.24451
H 0.18885 9.29246 -13.83804
H 1.62676 10.11347 -13.36492
H 3.63418 6.70751 -13.74071
H 3.76009 8.37774 -13.12489
H 2.41709 7.71730 -11.06365
H 3.87183 6.80166 -11.26112
H 1.82699 5.71888 -10.59234
H 2.50951 4.74435 -11.91744
H -0.56365 4.35421 -13.75043
H 1.12264 3.91949 -13.53505
H -0.09968 3.56143 -12.30299
H -0.85268 5.65376 -10.92000
H -0.24766 7.33693 -11.20101
H -1.36469 6.51416 -12.23593
H 1.13757 8.44548 -15.97665
H 2.17611 7.01341 -15.90279
H 2.82883 8.60671 -15.67355
H -0.19208 6.28218 -15.29742
*
```

Results of the Mulliken charge analysis, in e, for atoms 1 through 2:
1 Y 1.299
2 C -0.884

***

(2)
The following is a quantum chemistry calculation of a 7-piece molecular cluster, C29H73ClN2O12PS8 overall, from OMol25.

Strongest force on any atom (hartree/bohr): 0.0232
Kohn-Sham gap (Ha): 0.3132
E_HOMO (eV): -10.544

Structure (ORCA input):
```
! RIJCOSX wB97M-V def2-TZVPD def2/J DEFGRID3
* xyz 1 1
C -2.78884 1.54457 0.90160
C -3.40452 1.47479 -0.48290
C -3.13574 2.71817 -1.31085
C -1.66625 2.84339 -1.72214
C -1.36946 3.53073 -3.05460
C -0.65056 4.87344 -2.99564
C 0.54745 5.01795 -2.04692
C 1.51179 3.82014 -2.01236
C 1.78587 3.33022 -0.59216
C 2.39511 1.95384 -0.49895
C 2.71295 1.48774 0.90378
C 3.72210 2.38306 1.61375
C 3.02232 3.47525 2.44525
C 3.13698 3.30928 3.95931
S 2.33556 1.81388 4.57480
N 3.05203 0.03317 0.93888
P 4.38883 -0.60070 0.10695
O 5.10571 -1.59781 0.87801
O 3.75950 -1.07746 -1.26807
O 5.25580 0.66897 -0.25735
C 1.78369 -0.65965 0.81234
Cl 1.98120 -2.40235 0.70933
C 0.86128 -0.08765 -0.29617
S 0.01648 -1.18019 -1.46926
C -1.10874 -2.02538 -0.43826
O 0.88793 -2.05052 -2.17203
O -0.71199 -0.18133 -2.22278
N 1.38268 1.02475 -1.15693
O 1.88087 0.60016 -2.40919
H -3.27157 2.29547 1.51839
H -1.73139 1.81227 0.84394
H -2.85115 0.60129 1.43231
H -4.47207 1.29259 -0.39746
H -2.99131 0.61247 -1.00946
H -3.76713 2.74069 -2.19281
H -3.38035 3.57716 -0.68918
H -1.30985 1.80960 -1.78367
H -1.14187 3.34857 -0.91865
H -0.76656 2.86407 -3.66249
H -2.28130 3.68074 -3.62110
H -1.36175 5.64341 -2.70425
H -0.34174 5.09432 -4.01018
H 1.09533 5.90659 -2.34313
H 0.20479 5.20942 -1.03386
H 2.47207 4.08830 -2.44331
H 1.09258 3.03628 -2.63720
H 2.44774 4.03122 -0.09505
H 0.85585 3.31381 -0.02376
H 3.27681 1.91496 -1.12443
H 1.78869 1.55045 1.47941
H 4.30359 1.75084 2.26691
H 4.40665 2.83821 0.90670
H 1.95905 3.48404 2.20808
H 3.40978 4.45201 2.17250
H 4.17469 3.21436 4.25968
H 2.71700 4.17372 4.45824
H 1.14532 2.11051 4.05666
H 4.21082 -0.77966 -2.05811
H 5.04505 1.11818 -1.07464
H 1.24451 -0.50725 1.74148
H 0.01400 0.38100 0.20150
H -1.02694 -1.74386 0.59754
H -0.90065 -3.08421 -0.52441
H -2.10338 -1.83045 -0.81436
H 0.55302 1.60809 -1.34050
H 1.08359 0.55706 -2.96968
C 2.15842 3.09620 -6.92797
S 0.42231 3.38317 -7.27033
O -0.18320 3.78406 -5.96445
C -0.06529 1.68656 -7.54937
H 2.60614 4.05686 -6.68440
H 2.24514 2.41214 -6.08305
H 2.63732 2.67984 -7.81378
H 0.15461 1.08830 -6.66695
H 0.44889 1.29483 -8.42763
H -1.13802 1.68360 -7.71468
C -1.88091 -2.00770 5.51004
S -1.69215 -1.73993 3.75690
O -1.61993 -0.26257 3.51198
C -3.33401 -2.26398 3.28809
H -0.95928 -1.68678 5.99029
H -2.72038 -1.41150 5.86790
H -2.04810 -3.07316 5.66958
H -4.06386 -1.64618 3.81210
H -3.42902 -3.31678 3.55002
H -3.43372 -2.13261 2.21215
C 7.27658 -0.07363 4.98921
S 6.44956 1.43397 5.46415
O 6.41756 2.31026 4.25118
C 7.75297 2.06867 6.51439
H 6.64139 -0.60136 4.28466
H 8.22571 0.17872 4.51636
H 7.43246 -0.68361 5.87933
H 8.66852 2.15871 5.93096
H 7.89103 1.39068 7.35564
H 7.43961 3.04570 6.87497
C -4.85956 0.74999 -6.14802
S -3.34683 0.44116 -5.23809
O -2.30724 0.10869 -6.25103
C -3.87872 -1.11519 -4.52411
H -4.71759 1.66858 -6.71248
H -5.04376 -0.08299 -6.82552
H -5.68363 0.87259 -5.44555
H -4.14290 -1.80297 -5.32704
H -4.73206 -0.93464 -3.86974
H -3.04614 -1.50582 -3.95063
C -1.37240 -6.45240 -1.02109
S -2.99309 -5.68804 -1.11770
O -3.20787 -4.97110 0.17026
C -3.94163 -7.20510 -1.04396
H -0.63083 -5.65669 -0.99738
H -1.31015 -7.04723 -0.11035
H -1.21312 -7.07112 -1.90359
H -3.69624 -7.73472 -0.12397
H -3.71452 -7.81322 -1.91874
H -4.99325 -6.92893 -1.04924
C -3.12479 -7.42924 5.95398
S -3.54409 -6.33348 4.60076
O -2.65307 -5.14444 4.74289
C -5.14902 -5.83839 5.22674
H -2.12125 -7.80399 5.76770
H -3.14935 -6.87085 6.88895
H -3.83128 -8.25842 5.97540
H -5.02807 -5.39689 6.21540
H -5.80311 -6.70873 5.26599
H -5.55677 -5.10563 4.53382
*
```

Results of the Mulliken charge analysis, in e, for atoms 1 through 2:
1 C -0.783
2 C 0.113

***

(3)
The following is a quantum chemistry calculation of a 11-piece molecular cluster, C29H73F7NO11 overall, from OMol25.

Strongest force on any atom (hartree/bohr): 0.0621
Kohn-Sham gap (Ha): 0.1989
E_HOMO (eV): -3.291

Structure (ORCA input):
```
! RIJCOSX wB97M-V def2-TZVPD def2/J DEFGRID3
* xyz -1 1
C 2.57110 -1.66873 1.35812
C 1.62453 -0.82219 0.49752
C 1.83149 -1.26809 -0.94902
C 1.90627 0.67510 0.75993
C 2.03897 1.53617 -0.50583
C 0.81594 1.26151 1.64654
O -0.36335 1.28590 0.88740
N -1.49350 0.95930 1.75055
C -2.25720 0.06197 1.07540
F -1.94263 -1.29775 1.47321
F -2.12310 0.15431 -0.27395
C -3.76753 0.25217 1.46642
F -4.26902 -0.80083 2.12428
F -3.89812 1.30848 2.24803
C -4.67367 0.53208 0.24987
F -5.94877 0.41776 0.66070
F -4.53533 1.76930 -0.15182
F -4.53663 -0.30199 -0.74468
H 3.57857 -1.49172 0.97154
H 2.35733 -2.72720 1.22375
H 2.46455 -1.43677 2.41710
H 0.60292 -1.01626 0.81940
H 1.82588 -2.35727 -0.95612
H 2.77883 -0.91779 -1.34470
H 1.01453 -0.96774 -1.59869
H 2.85932 0.75381 1.29231
H 2.98420 1.39407 -1.02392
H 1.87496 2.57434 -0.22995
H 1.24550 1.29584 -1.20578
H 0.67665 0.65667 2.53734
H 1.09186 2.29512 1.89883
C 0.68172 -6.28366 1.48749
C 2.00408 -6.02220 0.79350
O 2.62545 -4.86078 1.32897
H 0.02785 -5.42116 1.38043
H 0.18099 -7.16084 1.07117
H 0.83320 -6.44545 2.55879
H 1.84637 -5.83961 -0.26689
H 2.67751 -6.88258 0.90232
H 2.77436 -5.00260 2.27013
C -5.43228 5.10060 -2.19863
C -4.00422 4.98025 -2.69829
O -3.10376 4.86805 -1.59987
H -5.53776 5.97155 -1.55044
H -6.13275 5.19401 -3.03103
H -5.70715 4.22467 -1.60687
H -3.72284 5.86519 -3.26941
H -3.88919 4.10079 -3.34343
H -3.35039 4.07820 -1.10279
C 6.65004 -0.84516 -1.45865
C 6.68052 -0.85839 0.05983
O 5.96043 -1.96612 0.57789
H 5.62025 -0.80767 -1.81530
H 7.19236 0.01539 -1.85678
H 7.10003 -1.75707 -1.86102
H 6.21317 0.04201 0.45735
H 7.71654 -0.89835 0.42131
H 6.37257 -2.77149 0.24149
C -6.27364 -1.18336 4.43102
C -5.84765 -2.45287 5.14030
O -6.97118 -3.14765 5.69250
H -6.80046 -0.52118 5.12061
H -5.41510 -0.65701 4.02624
H -6.96047 -1.41079 3.61141
H -5.17816 -2.22379 5.96761
H -5.32291 -3.11960 4.44910
H -7.56163 -3.36368 4.96350
C -2.43655 -5.07939 -2.32219
C -1.31748 -5.75432 -1.54939
O -0.36314 -4.80755 -1.08921
H -2.03203 -4.53167 -3.17385
H -3.16083 -5.81160 -2.68553
H -2.95898 -4.35723 -1.69125
H -0.78482 -6.46032 -2.18690
H -1.72210 -6.30372 -0.69062
H -0.82260 -4.18197 -0.51558
C 0.78796 -1.34161 5.53695
C 2.22534 -0.97391 5.86176
O 2.68341 0.08488 5.03116
H 0.69718 -1.63488 4.49066
H 0.44169 -2.16520 6.16565
H 0.12581 -0.48648 5.68892
H 2.88596 -1.82306 5.68807
H 2.31897 -0.67466 6.91319
H 2.11139 0.84615 5.17799
C -3.12463 8.36308 -0.91587
C -3.04867 8.37435 0.59793
O -3.75373 7.26948 1.15114
H -4.16531 8.39386 -1.24502
H -2.59493 9.21597 -1.34617
H -2.68705 7.44409 -1.31077
H -3.50323 9.27961 1.00057
H -2.00555 8.33650 0.92968
H -3.35007 6.46276 0.80767
C 9.24392 -4.71811 -1.09408
C 8.59645 -4.84681 0.27315
O 7.17831 -4.94308 0.16798
H 8.86126 -3.83936 -1.61478
H 10.32837 -4.63090 -1.00825
H 9.01355 -5.58807 -1.71392
H 8.81125 -3.96919 0.88146
H 8.97758 -5.73017 0.79636
H 6.97278 -5.72247 -0.35902
C -3.53486 1.36342 -5.83437
C -2.30186 0.90929 -5.07297
O -1.46270 2.01028 -4.74204
H -3.24689 1.88434 -6.74887
H -4.16897 0.51478 -6.09747
H -4.12290 2.06236 -5.23395
H -1.70732 0.22782 -5.67971
H -2.58727 0.38848 -4.15343
H -1.97784 2.61311 -4.19466
C 0.39514 6.07063 -4.11532
C 0.91469 5.06559 -3.10058
O 0.26258 5.22278 -1.84929
H 0.54972 7.08897 -3.75452
H 0.89984 5.95718 -5.07722
H -0.67937 5.94082 -4.26949
H 1.98200 5.21024 -2.93557
H 0.75767 4.04173 -3.45707
H -0.68161 5.08605 -1.99872
*
```

Results of the Mulliken charge analysis, in e, for atoms 1 through 2:
1 C -1.530
2 C 2.077

***

(4)
The following is a quantum chemistry calculation of a 12-piece molecular cluster, C29H74BCl6F4NO14 overall, from OMol25.

Strongest force on any atom (hartree/bohr): 0.0663
Kohn-Sham gap (Ha): 0.3370
E_HOMO (eV): -9.106

Structure (ORCA input):
```
! RIJCOSX wB97M-V def2-TZVPD def2/J DEFGRID3
* xyz 0 1
C -5.35076 2.33462 1.13058
C -4.32578 1.23119 1.43269
C -3.05554 1.25492 0.58760
C -2.29641 -0.03483 0.59988
N -0.86540 0.15991 -0.04095
C -0.08121 -1.20004 -0.06598
C 1.44666 -0.78374 -0.07681
C 1.42094 0.31244 1.00858
C 0.01401 1.03050 0.86618
C -0.86428 0.41308 -1.54967
H -5.09211 3.18244 1.76493
H -6.33710 1.93730 1.37012
H -5.11337 2.75947 0.15526
H -4.73330 0.22689 1.31690
H -4.03006 1.29951 2.47958
H -2.50998 2.06456 1.07231
H -3.19087 1.55382 -0.45185
H -2.82164 -0.85931 0.11773
H -2.11125 -0.26909 1.64818
H -0.53905 -1.88653 -0.77816
H -0.13958 -1.66244 0.91935
H 1.83632 -0.58430 -1.07506
H 1.92380 -1.70758 0.25025
H 2.18909 1.06473 0.82942
H 1.65070 -0.09697 1.99229
H 0.16200 1.97326 0.33948
H -0.40259 1.18906 1.86086
H -1.30870 -0.37923 -2.15202
H 0.12257 0.72406 -1.89249
H -1.35900 1.37844 -1.65658
B -0.25988 -1.16146 -5.37000
F -1.21907 -0.24427 -5.53616
F -0.89104 -2.33948 -5.06496
F 0.70084 -1.25251 -6.33299
F 0.52261 -0.78710 -4.28152
C -2.50777 4.09644 -4.25246
C -1.06605 4.61485 -3.89678
O -0.08108 3.56482 -3.62174
O -2.61834 3.79850 -5.60741
H -3.29775 4.82279 -4.06155
H -2.63834 3.18039 -3.67635
H -1.34227 5.18591 -3.01039
H -0.83412 5.29715 -4.71456
H -0.07872 2.91678 -4.33001
H -3.45162 3.34760 -5.76210
C -1.29279 2.66591 4.75623
C 0.13756 2.89061 4.29830
O 1.18935 2.15370 5.08559
O -1.97467 1.49064 4.35276
H -1.91643 3.52157 4.49736
H -1.26690 2.59692 5.84374
H 0.31088 3.96155 4.40394
H 0.32399 2.61970 3.25910
H 0.90370 1.24221 5.18143
H -2.08759 0.84910 5.05794
C 3.64759 3.67549 -3.37444
C 3.55299 2.61113 -2.27634
O 2.19150 2.22942 -1.86792
O 2.63197 3.79904 -4.35692
H 4.53776 3.45090 -3.96203
H 3.71599 4.67396 -2.94261
H 4.12679 2.95856 -1.41718
H 4.07085 1.70353 -2.58649
H 1.55739 2.59362 -2.48990
H 1.85843 4.06895 -3.85653
C 4.38300 -0.94425 5.11809
C 4.12432 -0.20020 3.79218
O 4.71203 -0.88953 2.64403
O 3.70251 -2.15343 4.99899
H 4.16034 -0.27393 5.94827
H 5.40840 -1.19162 5.39279
H 4.62931 0.76389 3.85227
H 3.09609 0.12720 3.63844
H 4.81270 -0.33116 1.86964
H 3.87989 -2.40590 4.08993
C 4.70771 -1.71721 -4.63048
C 3.32484 -1.53747 -4.03125
O 3.24803 -2.48769 -3.05108
O 4.96172 -1.04235 -5.86921
H 4.93344 -2.73566 -4.94657
H 5.53858 -1.52045 -3.95295
H 2.52701 -1.80514 -4.72402
H 3.10425 -0.53820 -3.65592
H 2.68520 -3.21973 -3.31364
H 4.32620 -1.38771 -6.50043
C -0.61392 -6.05785 -3.18503
C -0.18485 -5.11776 -2.00257
O -0.89026 -3.91571 -2.35245
O -2.04697 -6.31949 -3.15763
H -0.15851 -7.04748 -3.14863
H -0.33011 -5.68087 -4.16760
H 0.86876 -4.86951 -1.87458
H -0.64644 -5.52925 -1.10495
H -0.31886 -3.39114 -2.91807
H -2.53199 -5.49307 -3.21586
C -4.81918 -2.16604 -2.33144
C -4.88182 -3.37736 -1.47224
O -3.79543 -4.15593 -1.87077
O -3.67838 -1.32651 -2.14142
H -5.66509 -1.49776 -2.17040
H -4.77230 -2.53598 -3.35567
H -5.78723 -3.98426 -1.47385
H -4.83639 -3.19179 -0.39911
H -2.98752 -3.63854 -1.83636
H -3.58737 -0.61401 -2.77832
Cl 5.19956 5.15561 -0.25862
C 5.51459 5.09820 1.51770
C 4.26016 4.54462 2.10394
Cl 4.01552 2.82378 1.67670
H 5.70837 6.12416 1.83068
H 6.37763 4.45632 1.69448
H 3.39128 5.13364 1.81034
H 4.21549 4.63743 3.18907
Cl -1.49116 -0.27918 7.14745
C 0.09761 -1.24077 7.17771
C 0.36898 -2.01370 5.88244
Cl 0.18093 -0.89386 4.46383
H 0.15491 -1.90931 8.03671
H 0.90417 -0.56457 7.46113
H -0.16899 -2.90310 5.55434
H 1.38353 -2.38980 6.01406
Cl -3.05099 -3.18533 4.79956
C -4.35639 -2.99254 3.69779
C -3.96807 -3.93276 2.51510
Cl -2.62118 -3.44962 1.50366
H -4.40876 -1.93121 3.45500
H -5.24597 -3.38977 4.18662
H -4.76467 -4.03235 1.77780
H -3.69190 -4.88846 2.96060
*
```

Results of the Mulliken charge analysis, in e, for atoms 1 through 2:
1 C -1.300
2 C -0.318